Below is a cluster of 9 separate species, C27H21Cl24F17N2O5P in total in a non-equilibrium geometry, with properties calculated with ωB97M-V/def2-TZVPD.

Each line ends with the Mulliken charge.
Geometry (Å):
Cl1 -4.42169 -5.41007 5.24042  -0.1444
Cl2 5.79164 3.91126 -2.37875  -0.0007
Cl3 7.96590 1.25197 -7.22091  -0.1442
Cl4 0.48163 -8.85551 -0.78184  -0.1586
Cl5 5.64344 2.98374 -7.37826  -0.1314
Cl6 -3.94356 -2.83611 3.97608  0.0563
Cl7 -7.64935 -1.35723 -0.79503  -0.0296
Cl8 -7.98542 -3.68557 -2.49417  -0.1250
Cl9 -3.01078 3.84174 -7.83897  -0.1356
Cl10 -1.48615 3.94176 3.98291  -0.1532
Cl11 7.74709 4.47841 -0.30379  -0.1525
Cl12 3.43739 3.59061 -4.61337  -0.0727
Cl13 1.76424 2.53666 -2.46551  0.0465
Cl14 0.67263 2.86204 -5.11193  -0.0669
Cl15 0.30485 -5.96358 -0.46480  0.0731
Cl16 -10.22239 -1.88807 -2.04112  -0.1394
Cl17 -2.04490 6.78191 3.66042  -0.1449
Cl18 7.41605 3.13994 -5.08182  -0.1057
Cl19 1.99040 -7.09431 -2.53670  -0.1310
Cl20 4.91110 4.71418 0.27047  -0.0762
Cl21 -1.66302 1.32795 -7.28560  -0.1110
Cl22 -6.54761 -3.43183 5.11393  -0.1482
Cl23 -3.07661 2.71814 -5.16189  -0.0594
Cl24 -3.50117 5.23634 5.64612  -0.1501
P1 2.12110 -1.32608 -0.03111  1.1822
F1 -2.65394 -3.46425 1.22659  -0.3481
F2 -3.72833 -0.29235 -0.88370  -0.2620
F3 -2.41509 -2.70132 -0.77242  -0.3076
F4 -4.80148 -1.83383 0.18912  -0.2653
F5 -5.27635 2.39512 1.99230  -0.3326
F6 -0.32923 -3.90490 0.78759  -0.3428
F7 -2.51060 2.35608 -0.06692  -0.1324
F8 -1.84351 -0.14283 0.87972  0.0761
F9 -4.51973 2.32838 -0.89573  -0.2469
F10 0.39763 -2.99864 -1.34048  -0.2919
F11 -0.42801 -1.03615 -1.10382  -0.3548
F12 -0.24977 -2.10008 1.95527  -0.3222
F13 -5.34850 -0.20049 2.26869  -0.2491
F14 -3.32810 1.55867 2.33100  -0.1273
F15 -6.05116 0.50798 0.36904  -0.3232
F16 -3.95011 3.83017 0.54209  -0.2803
F17 -2.91889 -1.27366 2.38530  -0.1958
O1 4.35255 -1.68357 3.32000  -0.4017
O2 2.35405 -1.54713 -1.80278  -0.4988
O3 3.70781 -0.69767 0.14851  -0.6658
O4 1.50529 0.29487 -0.21995  0.1084
O5 5.38298 -3.06902 1.92988  -0.6223
N1 4.61400 -1.70996 -2.66333  -0.7322
N2 1.54049 2.31786 4.51702  -0.7474
C1 -4.80126 -3.68368 5.25498  -0.0307
C2 2.76933 2.17853 4.01740  -0.7783
C3 2.80700 -3.01523 0.42813  -0.9214
C4 -8.76565 -2.60370 -1.33848  -0.0044
C5 3.53273 -1.59432 -2.27483  0.6427
C6 -4.04153 -0.72693 0.34625  0.6943
C7 6.70651 2.07804 -6.29887  0.1088
C8 2.10468 1.61255 1.77891  -0.2836
C9 -4.92677 0.29983 1.09741  0.4212
C10 0.60228 2.11145 3.58790  -0.9030
C11 6.15762 4.88817 -0.96068  -0.1187
C12 0.80548 1.78799 2.25985  0.3687
C13 2.36656 1.26356 0.32077  0.1336
C14 3.10332 1.82773 2.72339  -0.2325
C15 4.34552 -2.64431 2.38123  0.2418
C16 -4.28101 1.67492 1.40697  0.5403
C17 1.81010 3.52068 -3.92916  -0.1828
C18 -2.72964 5.20223 4.05590  0.2469
C19 3.76707 0.69001 0.10142  -0.7102
C20 -3.79485 2.53787 0.19686  0.5381
C21 -2.10069 -2.45750 0.50396  0.4743
C22 -3.04043 2.35454 -6.88555  -0.0095
C23 0.50266 -7.28359 -1.60462  -0.0015
C24 0.29799 -1.97428 -0.43692  0.1547
C25 -0.54694 -2.55713 0.73118  0.8327
C26 -2.73058 -1.14389 1.05545  0.1585
C27 3.01526 -3.16445 1.93486  -0.1428
H1 1.91640 -1.08086 1.36945  0.0682
H2 6.11508 1.32828 -5.78871  0.2657
H3 3.05172 -4.23563 2.13819  0.5528
H4 4.14391 1.74562 2.45831  0.3465
H5 3.94903 0.91117 -0.96809  0.0896
H6 -3.48954 4.97396 3.32113  0.0667
H7 2.20004 -2.76984 2.53631  0.0490
H8 4.62945 1.14535 0.57545  0.5592
H9 6.17861 5.92549 -1.26595  0.3413
H10 3.58085 2.36332 4.71381  0.4022
H11 -0.03811 1.67516 1.59537  0.3631
H12 -0.32923 -7.26143 -2.29520  0.2779
H13 2.18724 -3.84355 0.09041  0.1767
H14 -3.94399 1.81494 -7.13367  0.3195
H15 1.50108 4.52924 -3.69124  0.2955
H16 5.28200 -1.52162 3.52541  0.3300
H17 -4.48284 -3.28016 6.20658  0.2912
H18 -9.06235 -3.18902 -0.47887  0.2856
H19 3.78549 -3.18150 -0.02074  0.8190
H20 -0.43449 2.22351 3.93535  0.6822
H21 2.12809 2.14693 -0.27488  0.0698

Forces on the atoms, in the same order (eV/Å):
Cl -0.005 0.017 0.030
Cl 0.049 0.138 0.371
Cl -0.011 -0.019 0.015
Cl -0.032 -0.004 -0.030
Cl -0.003 -0.002 0.004
Cl -0.411 -0.486 0.641
Cl -0.286 -0.185 -0.104
Cl -0.014 -0.018 0.018
Cl -0.022 -0.004 -0.019
Cl -0.854 1.107 0.027
Cl 0.008 0.031 0.000
Cl -0.144 0.028 -0.122
Cl 0.022 0.216 -0.471
Cl -0.008 0.113 -0.076
Cl 0.068 -0.619 -0.411
Cl -0.015 -0.018 0.026
Cl -0.024 -0.012 -0.017
Cl -0.005 -0.084 -0.166
Cl -0.026 -0.015 -0.012
Cl -0.098 -0.045 0.081
Cl -0.042 0.006 -0.002
Cl -0.002 0.010 0.035
Cl -0.031 -0.023 -0.015
Cl -0.013 -0.006 -0.037
P 0.322 0.557 2.689
F -0.173 0.097 0.061
F -0.076 0.459 0.182
F 0.076 0.319 -0.109
F -0.059 0.013 0.300
F -0.093 -0.135 -0.199
F 0.112 0.665 0.305
F -0.110 -0.313 -0.047
F -0.129 0.101 -0.006
F 0.016 -0.151 0.055
F -0.260 -0.308 0.164
F -0.371 0.143 0.335
F -0.102 0.464 -0.037
F 0.376 -0.219 0.026
F 0.383 -0.175 -0.246
F 0.563 0.201 -0.163
F 0.085 -0.155 -0.044
F 0.113 0.344 -0.648
O -0.593 0.048 0.328
O 0.148 0.385 -0.361
O -0.104 -0.206 0.719
O -0.067 -0.232 -0.553
O 0.018 -0.009 0.200
N 0.303 0.147 -0.519
N 0.192 -0.223 -1.102
C 0.061 -0.011 -0.144
C 0.514 0.183 0.784
C 0.019 -0.222 -0.409
C 0.077 0.074 -0.069
C -0.289 -0.290 0.505
C -0.151 -1.029 -0.090
C 0.082 0.003 -0.036
C -0.549 -0.069 0.475
C -0.243 0.209 -0.033
C -0.909 -0.131 0.415
C 0.012 -0.097 -0.076
C 0.340 -0.055 -0.172
C 0.017 -0.475 0.763
C -0.200 0.039 -0.474
C 0.718 -0.122 -0.644
C -0.880 0.614 0.295
C -0.090 -0.355 0.046
C 0.162 -0.101 0.070
C 0.014 0.590 -3.061
C 0.273 0.773 0.205
C -0.051 -0.642 0.710
C 0.083 0.010 0.067
C 0.123 0.066 0.127
C 1.126 0.211 -0.609
C -0.451 -0.710 -0.484
C 0.747 0.455 -0.198
C -0.315 -0.226 0.277
H -0.591 -0.345 -0.155
H -0.011 -0.005 0.015
H 0.100 -0.104 0.118
H 0.126 -0.054 0.052
H 0.206 0.295 0.055
H -0.026 -0.006 -0.023
H -0.024 0.232 -0.037
H -0.127 -0.250 0.768
H 0.035 0.011 0.009
H 0.010 -0.035 0.091
H -0.114 -0.111 -0.029
H -0.004 -0.033 -0.012
H -0.180 0.099 -0.124
H -0.009 0.002 -0.017
H 0.017 0.010 0.032
H 0.135 0.049 -0.103
H -0.020 -0.013 0.021
H -0.016 -0.012 -0.002
H 0.003 0.155 -0.314
H 0.870 -0.772 -0.131
H 0.707 0.250 0.446

Computed properties:
E_LUMO (Eh): 0.0629
Maximum force (Eh/bohr): 0.0606
Relative energy (zero: lowest compared OMol25 entry of this formula, charge and spin) (eV): 0.000
Total charge: -1
Molecular weight (g mol⁻¹): 1658.3
Frontier orbital gap (Eh): 0.2918
Spin multiplicity: 1